Formula: C39H43As2CeClSi2
Source: the Open Molecules 2025 dataset
Level of theory: wB97M-V/def2-TZVPD

Geometry as ORCA input:
```
! wB97M-V def2-TZVPD RIJCOSX def2/J DEFGRID3
* xyz 2 1
C -2.09668 -1.62352 2.78680
C -2.66336 -0.97138 1.63950
C -2.71067 -1.92543 0.56982
H -3.04596 0.04647 1.60966
C -2.17553 -3.17012 1.06061
C -1.79315 -2.97365 2.42580
H -1.35474 -3.72293 3.08560
H -1.97043 -1.19215 3.78087
H -3.11784 -1.74402 -0.42210
H -2.10628 -4.10495 0.50538
Ce -0.20092 -1.52746 0.93477
Si -0.87968 -1.28579 -2.79171
C -0.60509 0.31861 -3.81545
C 0.75163 0.79303 -4.17132
H 1.52645 0.01667 -4.30064
C 0.86931 1.93364 -5.06871
H 1.86603 2.29593 -5.32273
C -0.26050 2.48025 -5.62805
H -0.17598 3.30253 -6.34565
C -1.53736 2.02947 -5.26668
H -2.42929 2.50052 -5.68254
C -1.68835 0.95582 -4.37151
H -2.70628 0.63079 -4.12245
C -0.39463 -2.46722 -4.21472
C -0.92373 -2.20158 -5.49187
H -1.72827 -1.47043 -5.59574
C -0.39146 -2.79540 -6.63987
H -0.79149 -2.53418 -7.61918
C 0.65970 -3.71249 -6.53527
H 1.09856 -4.15672 -7.42831
C 1.11879 -4.06615 -5.26662
H 1.90941 -4.80497 -5.15657
C 0.56931 -3.47939 -4.12147
H 0.93076 -3.80667 -3.15208
H -2.30740 -1.41811 -2.43410
Si 1.41643 1.67905 -2.54546
C 1.40859 0.15041 -1.49566
C 0.11446 -0.59145 -1.38670
H -0.74154 -0.04623 -0.91045
C 0.15288 -2.07597 -1.42910
H -0.72918 -2.73780 -1.17580
C 1.43764 -2.69055 -1.16458
H 1.45019 -3.78216 -1.09014
C 2.57956 -1.93217 -1.02419
H 3.52287 -2.42705 -0.80675
C 2.57444 -0.53779 -1.21856
H 3.52112 0.00506 -1.21953
C 0.19900 2.94971 -1.94923
C -0.59248 2.74546 -0.80855
H -0.33934 1.96249 -0.08913
C -1.72187 3.54799 -0.59360
H -2.37609 3.34380 0.25246
C -2.02135 4.59947 -1.46923
H -2.92565 5.19250 -1.32628
C -1.14816 4.88534 -2.51951
H -1.34881 5.72040 -3.19173
C -0.01285 4.10037 -2.72272
H 0.68612 4.35072 -3.52162
H 2.64924 2.26787 -2.80210
Cl 1.41994 -3.37159 2.00374
C 3.09178 -0.70622 4.18631
As 1.26815 -1.42229 4.28862
C 1.61437 -2.89338 5.53422
C 0.56721 -0.05442 5.56377
C 0.77964 -0.14467 6.93597
C 0.29402 0.87643 7.76979
C -0.38455 1.96680 7.22432
C -0.57684 2.06180 5.83524
C -0.10377 1.04980 4.99817
As -0.21161 1.14055 2.99262
C -1.72363 2.36944 2.88993
C 1.25553 2.40949 2.72957
H 3.31985 -0.56424 3.12366
H 3.76057 -1.45081 4.63337
H 3.14034 0.24527 4.72916
H 2.64875 -2.82160 5.88879
H 0.90101 -2.83066 6.36153
H 1.46581 -3.81474 4.96001
H 1.31875 -0.99277 7.35751
H 0.45631 0.80914 8.84522
H -0.76582 2.75733 7.87267
H -1.09318 2.92708 5.42039
H -1.33640 3.38738 2.77285
H -2.32211 2.08601 2.01872
H -2.31544 2.27447 3.80475
H 0.83063 3.41825 2.68392
H 1.95679 2.31381 3.56644
H 1.74380 2.14584 1.78345
*
```

The LUMO energy (spin up / spin down) is -7.038 / -7.038 eV. As for the relative energy (zero: lowest compared OMol25 entry of this formula, charge and spin): 207.9 kJ/mol. The calculation puts the total energy at -7497.091420 Ha. The calculation puts the HOMO energy (spin up / spin down) at -12.542 / -12.542 eV. As for the HOMO-LUMO gap (spin up / spin down): 5.50 / 5.50 eV.